The following is a quantum chemistry calculation of a 2-piece molecular cluster, C4H9N2S overall, from the Open Molecules 2025 dataset.

Positions of all 16 atoms, in Å:
1 C 2.901 -1.594 -0.553
2 C 1.259 0.144 0.405
3 C -0.160 2.097 0.514
4 C -3.738 -0.870 -0.612
5 N 1.970 -0.595 -0.131
6 N 0.355 0.802 0.928
7 S -3.531 0.283 0.495
8 H 3.866 -1.345 -0.319
9 H 2.675 -1.671 -1.591
10 H -1.212 2.153 0.533
11 H 0.094 2.284 -0.512
12 H 0.403 2.850 0.952
13 H 2.577 -2.525 0.036
14 H -4.550 -1.061 -1.214
15 H -2.893 -1.551 -0.741
16 H -0.017 0.598 1.808

Properties
* HOMO-LUMO gap: 8.382 eV
* ΔE to the lowest compared entry with this formula, charge and spin: 365.98 kJ/mol
* total charge: +1

***

The following is a quantum chemistry calculation of an isolated ion of composition C4H9N2S and charge +1, from the Open Molecules 2025 dataset.

Positions of all 16 atoms, in Å:
1 C 0.022 -1.203 -1.778
2 C 1.066 -0.913 0.273
3 C -0.251 0.917 -0.723
4 C -0.124 0.727 1.818
5 N -0.607 -0.027 -1.705
6 N -0.097 0.120 0.521
7 S -0.118 -2.530 -2.602
8 H 0.788 -1.902 0.847
9 H 2.068 -0.621 0.159
10 H 0.708 1.501 -1.007
11 H -0.993 1.667 -0.443
12 H 0.745 1.403 1.947
13 H -1.070 1.179 2.158
14 H 0.120 -0.079 2.538
15 H -1.397 0.227 -2.318
16 H -0.862 -0.464 0.315

Properties
* HOMO-LUMO gap (spin up / spin down): 8.185 / 8.186 eV
* ΔE to the lowest compared entry with this formula, charge and spin: 443.55 kJ/mol
* total charge: +1

***

The following is a quantum chemistry calculation of an isolated ion of composition C4H9N2S and charge +1, from the Open Molecules 2025 dataset.

Positions of all 16 atoms, in Å:
1 C -1.961 -0.179 -0.043
2 C 0.605 0.393 0.025
3 C 1.458 1.586 -0.077
4 C 1.236 -0.907 0.268
5 N -0.733 0.597 -0.039
6 N -1.815 -1.507 -0.165
7 S -3.541 0.443 0.077
8 H 1.603 2.014 0.920
9 H 1.023 2.366 -0.701
10 H 2.446 1.327 -0.452
11 H 0.552 -1.692 0.572
12 H 1.992 -0.784 1.046
13 H 1.790 -1.231 -0.618
14 H -0.989 1.585 -0.107
15 H -1.006 -1.951 -0.571
16 H -2.661 -2.059 -0.134

Properties
* HOMO-LUMO gap: 7.275 eV
* ΔE to the lowest compared entry with this formula, charge and spin: 121.49 kJ/mol
* total charge: +1

***

The following is a quantum chemistry calculation of a 2-piece molecular cluster, C4H9N2S overall, from the Open Molecules 2025 dataset.

Positions of all 16 atoms, in Å:
1 C 2.736 0.744 1.289
2 C -3.721 -1.869 -0.778
3 C 1.931 1.598 0.374
4 C -1.539 -0.900 -0.613
5 N -2.669 -1.293 -0.885
6 N 0.985 1.245 -0.385
7 S -0.073 -1.676 -0.393
8 H 2.581 1.219 2.313
9 H 2.177 -0.235 1.205
10 H -4.065 -2.416 -1.662
11 H -4.258 -2.196 0.102
12 H 2.162 2.659 0.435
13 H -1.467 0.231 -0.587
14 H 0.510 1.974 -0.927
15 H 0.824 0.166 -0.417
16 H 3.886 0.749 0.929

Properties
* HOMO-LUMO gap: 8.733 eV
* ΔE to the lowest compared entry with this formula, charge and spin: 310.25 kJ/mol
* total charge: +1